A cluster of 9 separate species, C27H40F2N2O5 in total at a distorted geometry. Source: the OMol25 dataset; level of theory: wB97M-V/def2-TZVPD.

Structure (XYZ):
```
76
C27H40F2N2O5 (wB97M-V/def2-TZVPD)
F 19.6383 18.4113 -22.4618
C 18.9353 17.7497 -21.5215
C 18.6147 16.4359 -21.8410
C 17.7673 15.7799 -20.9663
C 17.2988 16.4140 -19.8314
C 17.7639 17.6583 -19.4605
C 18.5803 18.3661 -20.3466
H 19.0577 16.0320 -22.7425
H 17.3067 14.8308 -21.2168
H 16.6651 15.8441 -19.1612
H 17.4693 18.1499 -18.5435
H 18.9313 19.3782 -20.1921
F 25.0857 23.4407 -23.5435
C 24.2030 24.2299 -22.8996
C 24.4919 25.5715 -22.7830
C 23.5608 26.4188 -22.1713
C 22.3661 25.8796 -21.7367
C 22.0882 24.5152 -21.8679
C 23.0172 23.6773 -22.4323
H 25.3721 26.0001 -23.2447
H 23.8127 27.4581 -22.0175
H 21.7363 26.4968 -21.1052
H 21.1671 24.1683 -21.4161
H 22.8952 22.6060 -22.5221
C 22.0677 15.7157 -23.3660
C 21.4602 16.3268 -24.4380
C 20.4183 15.6632 -25.0791
N 19.9520 14.4783 -24.7008
C 20.5218 13.9038 -23.6499
C 21.5727 14.4917 -22.9400
H 22.8850 16.1549 -22.8057
H 21.7173 17.3302 -24.7529
H 20.1802 16.0816 -26.0547
H 20.1444 12.9723 -23.2409
H 21.9516 13.9454 -22.0861
C 20.3717 22.3845 -25.7293
C 21.7056 22.6969 -25.5680
C 22.5335 21.6953 -25.0589
N 22.0523 20.5136 -24.6484
C 20.7540 20.2706 -24.7595
C 19.8400 21.1852 -25.3000
H 19.6669 23.1272 -26.0925
H 22.1759 23.6447 -25.7853
H 23.5813 21.9010 -24.8843
H 20.5319 19.2500 -24.4679
H 18.7917 21.0216 -25.4992
C 23.9859 18.7159 -21.8808
O 23.9992 18.8592 -23.2962
H 23.1467 18.0784 -21.5801
H 24.9439 18.3195 -21.5605
H 23.8080 19.6902 -21.4089
H 23.1684 19.2825 -23.5901
C 16.1366 18.4966 -24.5908
O 15.7643 19.0787 -23.3470
H 15.2324 18.1521 -25.1034
H 16.6041 19.2512 -25.2244
H 16.8680 17.6958 -24.4462
H 15.4960 18.3545 -22.7741
C 26.6060 20.2261 -24.5123
O 27.4358 21.0454 -25.3382
H 27.1699 19.5674 -23.8515
H 25.9596 20.8371 -23.8876
H 25.9235 19.6815 -25.1685
H 27.9674 20.4486 -25.8706
C 20.5489 18.6797 -27.5126
O 20.4984 17.8039 -28.6014
H 21.4255 18.5629 -26.8533
H 20.5080 19.7463 -27.7471
H 19.7339 18.3804 -26.8436
H 20.9363 18.1313 -29.3879
C 18.5940 22.8055 -22.5139
O 18.5209 23.8031 -21.4841
H 19.5718 22.8677 -22.9828
H 18.3975 21.8085 -22.1144
H 17.8386 23.0523 -23.2690
H 17.6842 23.6690 -21.0302
```

Calculated values
E_tot: -47297.232 eV
Lowest unoccupied orbital energy: 0.5 eV
F_max: 1.332 eV/Å
Energy relative to the best compared isomer or geometry (same formula, charge and spin): 3.3 kJ/mol
Net charge: 0

---

A cluster of 2 separate species, C4H8O2 in total at a distorted geometry. Source: the OMol25 dataset; level of theory: wB97M-V/def2-TZVPD.

Structure (XYZ):
```
14
C4H8O2 (wB97M-V/def2-TZVPD)
C -1.8306 -1.0086 0.1211
C -0.9282 0.1268 -0.2508
C -0.3917 0.9736 0.6214
O 0.5809 1.8939 0.3375
H -1.3748 -1.9595 -0.1819
H -1.9914 -1.0516 1.2032
H -2.8033 -0.9322 -0.3755
H -0.6061 0.1752 -1.2917
H -0.6154 0.9741 1.6839
H 0.8393 1.7836 -0.5785
C 2.2886 -0.2440 -0.3195
O 1.4886 -1.1428 -0.1967
H 2.4547 0.2672 -1.2906
H 2.8893 0.1443 0.5180
```

Calculated values
E_tot: -8370.843 eV
Lowest unoccupied orbital energy: 0.8 eV
F_max: 1.103 eV/Å
Energy relative to the best compared isomer or geometry (same formula, charge and spin): 235.3 kJ/mol
Net charge: 0

---

The molecule C20H23F2N3O4S at a distorted geometry. Source: the OMol25 dataset; level of theory: wB97M-V/def2-TZVPD.

Structure (XYZ):
```
53
C20H23F2N3O4S (wB97M-V/def2-TZVPD)
C 3.2134 -1.6484 -4.3812
N 3.0642 -0.2385 -4.1277
C 3.7516 0.2565 -2.9625
S 1.4939 0.3231 -4.2940
O 1.5281 1.7422 -4.0836
O 0.9951 -0.1793 -5.5397
C 0.5831 -0.4197 -2.9537
C 0.0010 -1.6694 -3.0862
C -0.6513 -2.2341 -2.0166
C -0.7502 -1.5784 -0.7670
N -1.4675 -2.1456 0.2278
C -2.0570 -3.4683 0.1158
C -2.6580 -3.7333 1.4934
C -3.0480 -2.3333 1.9527
C -1.8716 -1.4971 1.4586
C -0.1152 -0.3156 -0.6440
C 0.0504 0.4304 0.6402
O 0.5481 -0.0511 1.6352
N -0.3441 1.7379 0.5337
C -0.1623 2.7430 1.4954
C 0.3244 3.9827 1.0955
C 0.5243 4.9950 2.0149
C 0.2382 4.7765 3.3500
C -0.2755 3.5587 3.7630
C -0.4911 2.5477 2.8414
O -1.0857 1.3240 3.1611
C -1.0758 0.8772 4.4158
F 0.1219 0.9706 5.0286
F -1.9358 1.5645 5.2286
C 0.5298 0.2371 -1.7442
H 2.9008 -2.2603 -3.5242
H 2.5982 -1.8871 -5.2450
H 4.2570 -1.8654 -4.6102
H 3.4506 -0.2682 -2.0456
H 3.5149 1.3135 -2.8732
H 4.8266 0.1390 -3.1016
H 0.0487 -2.1714 -4.0393
H -1.1062 -3.2013 -2.1455
H -2.8418 -3.4746 -0.6521
H -1.3000 -4.2113 -0.1494
H -3.5002 -4.4203 1.4497
H -1.9012 -4.1466 2.1605
H -3.1853 -2.2607 3.0290
H -3.9694 -2.0190 1.4605
H -2.1443 -0.4542 1.2782
H -1.0493 -1.5080 2.1836
H -0.5594 2.0673 -0.3977
H 0.5556 4.1403 0.0520
H 0.9091 5.9484 1.6882
H 0.4000 5.5560 4.0777
H -0.5172 3.4140 4.8035
H -1.3953 -0.1766 4.4195
H 1.0297 1.1914 -1.6698
```

Calculated values
E_tot: -50043.974 eV
Lowest unoccupied orbital energy: 0.6 eV
F_max: 1.519 eV/Å
Net charge: 0

---

Number 1: HOMO level -0.3388 hartree, frontier orbital gap 9.735 eV. Number 2: HOMO level -0.3169 hartree, frontier orbital gap 9.401 eV. Number 3: HOMO level -0.2985 hartree, frontier orbital gap 8.677 eV.